<1>
43
Properties=species:S:1:pos:R:3 method="wB97M-V/def2-TZVPD" e_homo_ev=-8.1 orbital_gap_ev=8.718 smiles="COc1ccc(C2=NN(C(=O)CCC(=O)O)[C@H](c3cccs3)C2)cc1" lumo_ev=0.58
C -6.15851 -2.23414 -0.23170
H -7.23157 -2.06189 -0.29606
O -5.58192 -0.96724 -0.02204
C -4.23398 -0.87432 0.10261
C -3.34758 -1.94518 0.03065
C -1.98922 -1.73159 0.17149
C -1.47755 -0.45136 0.36997
C -2.37580 0.61716 0.45829
C -3.72830 0.40961 0.32962
H -4.42876 1.22582 0.41027
H -1.99473 1.59875 0.68839
C -0.05188 -0.22724 0.50424
N 0.54357 0.83449 0.10442
N 1.86125 0.76585 0.38999
C 2.78697 1.69917 0.05484
O 3.94999 1.55981 0.37654
C 2.28235 2.88702 -0.73885
H 1.69065 2.53842 -1.58545
H 3.16665 3.41030 -1.10386
C 1.43662 3.84295 0.11322
H 1.82581 3.91204 1.12923
C -0.01640 3.44180 0.16971
O -0.66963 3.33693 1.17416
O -0.54073 3.29806 -1.05141
H -1.46287 3.00418 -0.99469
H 1.46724 4.83672 -0.33978
C 2.23693 -0.49509 1.06612
C 3.25671 -1.22608 0.26000
C 3.20691 -1.52180 -1.06885
C 4.34323 -2.23132 -1.51400
C 5.23228 -2.46613 -0.51637
S 4.70813 -1.81693 0.98439
H 6.17107 -2.98051 -0.56786
H 4.48721 -2.54948 -2.53100
H 2.39165 -1.23508 -1.71072
H 2.65159 -0.25536 2.05042
C 0.88718 -1.22492 1.15062
H 0.58104 -1.43083 2.17622
H 0.90840 -2.16689 0.60025
H -1.32130 -2.57714 0.10360
H -3.70322 -2.95032 -0.13263
H -5.95100 -2.91284 0.60161
H -5.80850 -2.68540 -1.16561


<2>
43
Properties=species:S:1:pos:R:3 method="wB97M-V/def2-TZVPD" e_homo_ev=-8.6 orbital_gap_ev=9.132 smiles="C=CCN(c1ccccc1)S(=O)(=O)c1cc2c(cc1C)NC(=O)CO2" lumo_ev=0.52
C -3.28182 2.66223 -2.91385
C -3.16403 2.13337 -1.71184
C -1.87927 2.09613 -0.93644
N -1.60747 0.77892 -0.39122
C -2.13476 0.35997 0.82992
C -3.10603 1.09414 1.51129
C -3.57605 0.66577 2.73971
C -3.10093 -0.50047 3.31109
C -2.13986 -1.23565 2.63801
C -1.65257 -0.81046 1.41706
H -0.90659 -1.39526 0.90615
H -1.75755 -2.14891 3.06919
H -3.47570 -0.83337 4.26676
H -4.32821 1.25112 3.24816
H -3.50792 2.00139 1.09001
S -0.97495 -0.33724 -1.47244
O -0.90390 0.29870 -2.75454
O -1.69121 -1.57433 -1.38008
C 0.72179 -0.57933 -0.91547
C 1.23241 0.21520 0.09299
C 2.54906 0.05830 0.49846
C 3.35029 -0.89483 -0.14093
C 2.82060 -1.67961 -1.15426
C 1.49894 -1.53516 -1.56093
C 0.92959 -2.36025 -2.66559
H 1.68744 -3.00411 -3.10396
H 0.51521 -1.70780 -3.43216
H 0.10743 -2.96816 -2.29215
H 3.45573 -2.40385 -1.64281
N 4.68742 -0.99459 0.23672
C 5.21007 -0.35699 1.31588
O 6.38220 -0.40707 1.60079
C 4.17384 0.36519 2.16993
H 3.84579 -0.34416 2.94778
O 3.05199 0.86884 1.47176
H 4.64448 1.22000 2.65969
H 5.31203 -1.55519 -0.32864
H 0.62329 0.96123 0.57479
H -1.04742 2.34167 -1.59915
H -1.89357 2.81604 -0.11062
H -4.00958 1.66454 -1.22696
H -4.21823 2.66425 -3.44449
H -2.44197 3.10983 -3.41759


Quick look at relative energies in eV: <1> 0.000; <2> 0.774.


<1>
14
Properties=species:S:1:pos:R:3 method="wB97M-V/def2-TZVPD" e_homo_ev="-7.3 / -6.7" orbital_gap_ev="4.877 / 3.620" lumo_ev="-2.40 / -3.05"
C -0.78549 -0.08911 -1.55709
C 1.40762 1.51016 0.43415
C 0.50093 -1.41783 1.11102
Si 0.58165 -0.06895 -0.26562
I -4.16324 -0.22689 0.15324
H -1.20598 -1.06069 -1.84678
H -1.75279 0.30079 -1.13775
H -0.71200 0.64119 -2.49724
H 2.31436 1.60434 -0.18072
H 0.83367 2.51483 0.24035
H 1.61835 1.41004 1.59120
H -0.05263 -1.08194 1.90693
H -0.06097 -2.26577 0.62109
H 1.47651 -1.77017 1.42721


<2>
14
Properties=species:S:1:pos:R:3 method="wB97M-V/def2-TZVPD" e_homo_ev="-8.1 / -8.5" orbital_gap_ev="6.295 / 8.844" lumo_ev="-1.81 / 0.31"
C 1.76010 0.60359 -0.66435
C 1.71338 -0.73228 0.06451
C 0.50613 -1.53978 -0.17618
Si -2.76104 1.03181 0.54496
I -4.60345 -0.44417 1.38037
H 2.65170 1.01720 -0.51485
H 1.64270 0.64444 -1.81653
H 1.02469 1.23880 -0.37101
H 2.47007 -1.45734 -0.23383
H 1.72240 -0.47735 1.23053
H 0.22443 -2.20147 0.51567
H -0.23035 -1.21514 -0.78734
H -3.26826 1.43790 -0.72517
H -2.85249 2.09378 1.55321


Quick look at relative energies in eV: <1> 0.000; <2> 1.542.


<1>
20
Properties=species:S:1:pos:R:3 method="wB97M-V/def2-TZVPD" s_squared=0.785 multiplicity=2 e_homo_ev="-13.8 / -14.5" orbital_gap_ev="10.069 / 8.160" charge=+1 lumo_ev="-3.75 / -6.35"
C -0.47558 -0.61617 -3.49610
C -0.00297 -0.89968 -1.99928
C 0.76683 -0.23896 -1.05016
N 0.59702 -0.28294 0.41322
C 1.90844 -0.22950 1.07527
H -0.04853 -1.55665 -4.04982
H -1.53970 -0.27177 -3.46568
H 0.15257 0.09324 -4.03227
H -0.48626 -1.90094 -1.65530
H 1.71693 0.13247 -1.27299
H -0.45768 -0.22355 0.70709
H 2.71919 0.41691 0.71062
H 1.70244 0.00496 2.10988
H 2.12703 -1.25164 0.89881
H -2.16746 0.31389 1.34630
H -2.31908 -1.28000 1.75118
O -2.22162 -0.65580 1.06304
H 0.07419 2.57540 3.94430
H -1.37358 3.26171 3.66723
O -0.67218 2.60900 3.33468


<2>
20
Properties=species:S:1:pos:R:3 method="wB97M-V/def2-TZVPD" s_squared=0.759 multiplicity=2 e_homo_ev="-13.7 / -13.7" orbital_gap_ev="10.052 / 7.159" charge=+1 lumo_ev="-3.67 / -6.56"
C -2.79370 -1.40885 -0.97191
C -1.34952 -1.64517 -0.47160
C -0.83612 -0.60944 0.45351
C 0.47848 -0.08281 0.42254
N -1.65449 -0.05209 1.30395
H -3.06160 -0.36128 -0.80876
H -3.49052 -2.12077 -0.53732
H -2.97174 -1.49321 -2.03562
H -0.70799 -1.80271 -1.32479
H -1.36754 -2.60245 0.06401
H 0.46020 0.96576 0.67153
H 1.28827 -0.62373 -0.04255
H -2.65150 -0.21000 1.23378
H -1.45453 0.85184 1.73645
H 5.60002 1.43800 -1.55679
H 5.86978 1.26345 -3.03668
O 5.14066 1.36288 -2.40076
H 1.42448 2.27521 1.65901
H 1.23192 2.61202 3.21884
O 0.84541 2.24337 2.42317


Quick look at relative energies in eV: <1> 1.988; <2> 0.000.


<1>
14
Properties=species:S:1:pos:R:3 method="wB97M-V/def2-TZVPD" e_homo_ev=-9.8 orbital_gap_ev=10.606 lumo_ev=0.79
C 0.27819 1.52739 0.44711
C 0.80182 0.67169 -0.64894
C 1.15577 -0.78937 -0.55511
N 0.80873 -1.50488 -1.49420
N -1.95372 -0.75217 0.69504
O 1.52638 1.68311 -0.07837
Cl 2.01742 -1.22405 0.90787
H -0.40819 2.23175 0.20718
H 0.11676 1.28830 1.39451
H 0.27886 0.96808 -1.67267
H -1.05791 -0.95424 1.07612
H 1.00272 -2.47927 -1.61723
H -2.00393 -0.04805 -0.05137
H -2.56290 -0.61827 1.39006


<2>
14
Properties=species:S:1:pos:R:3 method="wB97M-V/def2-TZVPD" e_homo_ev=-9.5 orbital_gap_ev=10.225 lumo_ev=0.71
C 0.76169 -0.69215 -0.78915
C 0.13830 -0.73992 0.60743
C 0.53670 0.51474 1.38440
H -0.86019 1.38620 -1.00336
H -1.11452 0.96838 -2.56893
H 1.73652 -1.16301 -0.91994
H 0.61354 -1.59893 1.04794
H -1.68231 -0.57210 -0.20413
H 0.01812 1.38527 0.97137
H 1.63572 0.65613 1.35103
N -0.92160 0.60434 -1.65984
N 0.30258 -0.10213 -1.84588
O -1.20085 -1.00489 0.54268
Cl 0.03630 0.35808 3.08637


Quick look at relative energies in eV: <1> 1.063; <2> 0.000.